{
  "formula": "C53H52KN4O7P3S4",
  "method": "wB97M-V/def2-TZVPD",
  "species": ["K", "O", "C", "C", "C", "C", "C", "C", "C", "O", "N", "O", "O", "H", "H", "H", "H", "C", "S", "C", "C", "C", "N", "P", "C", "C", "C", "C", "C", "C", "C", "C", "C", "C", "C", "C", "P", "C", "C", "C", "C", "C", "C", "C", "C", "C", "C", "C", "C", "H", "H", "H", "H", "H", "H", "H", "H", "H", "H", "H", "H", "H", "H", "H", "H", "H", "H", "H", "H", "H", "H", "H", "H", "H", "H", "H", "H", "H", "O", "H", "H", "O", "H", "H", "O", "C", "S", "P", "S", "C", "C", "C", "C", "C", "C", "C", "C", "C", "C", "C", "C", "H", "H", "H", "H", "H", "H", "H", "H", "H", "H", "C", "C", "C", "C", "N", "C", "S", "N", "H", "H", "H", "H", "H"],
  "positions_angstrom": [[-3.454, -0.018, -0.781], [-5.648, -1.839, -0.329], [-6.186, -2.045, 0.780], [-5.648, -2.550, 2.063], [-6.475, -3.245, 2.916], [-5.945, -3.859, 4.031], [-4.633, -3.752, 4.365], [-3.741, -3.180, 3.434], [-4.220, -2.477, 2.263], [-3.446, -1.832, 1.528], [-6.826, -4.673, 4.816], [-7.917, -4.895, 4.274], [-6.467, -5.103, 5.976], [-7.273, -1.948, 0.886], [-7.535, -3.364, 2.749], [-4.299, -4.099, 5.350], [-2.657, -3.254, 3.514], [7.488, -0.667, -0.468], [7.323, -1.895, 0.858], [6.141, -3.128, 0.369], [4.781, -2.582, -0.022], [4.171, -1.660, 1.008], [2.738, -1.754, 1.072], [1.553, -2.778, 0.129], [2.028, -4.506, 0.728], [1.454, -4.994, 1.927], [1.932, -6.111, 2.507], [2.698, -7.015, 1.818], [3.046, -6.721, 0.462], [2.744, -5.431, -0.053], [1.755, -2.881, -1.672], [1.168, -3.951, -2.431], [1.458, -4.010, -3.781], [2.311, -3.113, -4.441], [2.816, -2.041, -3.710], [2.500, -1.897, -2.332], [2.120, -0.741, 2.345], [2.830, -0.938, 4.047], [3.011, -2.323, 4.434], [3.678, -2.550, 5.632], [4.233, -1.507, 6.386], [3.894, -0.225, 6.084], [3.164, 0.098, 4.937], [2.544, 0.966, 1.892], [1.500, 1.717, 1.350], [1.803, 2.992, 0.856], [3.066, 3.567, 0.954], [4.088, 2.781, 1.494], [3.795, 1.524, 2.112], [7.999, 0.233, -0.043], [6.436, -0.396, -0.800], [8.113, -1.054, -1.279], [6.085, -3.740, 1.273], [6.630, -3.718, -0.440], [4.115, -3.459, -0.192], [4.853, -2.063, -1.017], [4.404, -0.596, 0.691], [4.585, -1.766, 2.012], [0.768, -4.398, 2.474], [1.669, -6.367, 3.533], [3.183, -7.861, 2.324], [3.430, -7.543, -0.198], [3.070, -5.200, -1.056], [0.501, -4.664, -1.926], [0.996, -4.844, -4.319], [2.534, -3.208, -5.517], [3.288, -1.209, -4.187], [2.851, -1.042, -1.745], [2.787, -3.169, 3.813], [3.825, -3.557, 5.995], [4.852, -1.773, 7.235], [4.233, 0.623, 6.684], [2.903, 1.116, 4.684], [0.489, 1.303, 1.381], [0.975, 3.569, 0.418], [3.245, 4.601, 0.566], [5.093, 3.088, 1.432], [4.523, 1.072, 2.823], [-1.929, -0.416, -3.360], [-1.541, -0.848, -4.138], [-2.330, 0.427, -3.659], [-0.828, 0.738, -1.237], [-0.251, 1.560, -1.263], [-0.754, 0.322, -2.146], [-2.231, 5.685, -0.945], [-2.639, 4.864, -0.236], [-5.779, 4.313, -5.180], [-3.904, 3.806, -4.807], [-3.413, 2.492, -3.355], [-3.046, 3.344, -6.325], [-1.847, 2.599, -6.218], [-1.205, 2.179, -7.386], [-1.787, 2.461, -8.632], [-2.996, 3.196, -8.701], [-3.593, 3.674, -7.560], [-3.017, 5.354, -4.436], [-3.687, 6.446, -3.863], [-2.993, 7.578, -3.582], [-1.616, 7.683, -3.687], [-0.926, 6.554, -4.099], [-1.605, 5.382, -4.451], [-1.447, 2.327, -5.255], [-0.282, 1.617, -7.295], [-1.379, 2.048, -9.601], [-3.483, 3.327, -9.666], [-4.423, 4.348, -7.593], [-4.775, 6.382, -3.755], [-3.548, 8.429, -3.197], [-1.045, 8.566, -3.378], [0.171, 6.529, -4.150], [-1.062, 4.511, -4.801], [-4.450, 2.405, 5.178], [-3.508, 3.064, 4.191], [-2.286, 3.547, 4.614], [-1.580, 4.210, 3.624], [-1.850, 4.270, 2.296], [-2.987, 3.586, 2.079], [-3.602, 3.407, 0.290], [-3.805, 3.049, 2.921], [-5.480, 2.426, 4.724], [-4.426, 2.906, 6.130], [-4.040, 1.395, 5.348], [-1.982, 3.427, 5.690], [-0.716, 4.760, 3.929]],
  "e_lumo_ev": [2.906, 2.907],
  "relative_energy_kj_mol": 602.7,
  "homo_energy_ev": [0.8, 1.0],
  "e_tot_ev": -163626.335,
  "homo_lumo_gap_ha": [0.07658, 0.07003],
  "charge": -2,
  "multiplicity": 1
}

{
  "formula": "C53H52O4P2S2ScSe2Si",
  "method": "wB97M-V/def2-TZVPD",
  "species": ["Sc", "C", "Si", "C", "C", "C", "C", "C", "C", "P", "C", "C", "C", "C", "C", "C", "C", "C", "C", "C", "C", "C", "C", "C", "C", "C", "C", "C", "P", "C", "C", "C", "C", "C", "C", "C", "C", "C", "C", "C", "C", "H", "H", "H", "H", "H", "H", "H", "H", "H", "H", "H", "H", "H", "H", "H", "H", "H", "H", "H", "H", "H", "H", "H", "H", "H", "H", "H", "H", "H", "H", "H", "C", "C", "S", "C", "C", "S", "H", "H", "H", "H", "H", "H", "C", "Se", "C", "C", "Se", "C", "H", "H", "H", "H", "H", "H", "H", "H", "H", "H", "O", "C", "O", "C", "C", "C", "C", "O", "C", "O", "C", "C", "H", "H", "H", "H", "H"],
  "positions_angstrom": [[-0.870, 0.907, -0.688], [1.026, 3.681, 1.422], [1.164, 1.889, 0.851], [1.041, 0.915, 2.510], [1.150, 1.580, 3.739], [0.879, 0.951, 4.948], [0.472, -0.376, 4.956], [0.375, -1.069, 3.757], [0.661, -0.443, 2.548], [0.684, -1.342, 0.936], [2.389, -2.046, 0.997], [3.442, -1.349, 1.586], [4.729, -1.875, 1.582], [4.977, -3.112, 1.002], [3.938, -3.806, 0.398], [2.660, -3.267, 0.376], [-0.361, -2.830, 1.187], [-0.036, -3.890, 2.040], [-0.882, -4.977, 2.176], [-2.067, -5.035, 1.445], [-2.394, -3.999, 0.587], [-1.548, -2.901, 0.463], [2.990, 1.811, 0.256], [4.009, 2.456, 0.982], [5.290, 2.600, 0.480], [5.589, 2.127, -0.797], [4.611, 1.481, -1.528], [3.328, 1.287, -1.000], [2.002, 0.389, -1.922], [2.833, -1.172, -2.462], [4.037, -1.633, -1.925], [4.611, -2.822, -2.362], [3.977, -3.597, -3.320], [2.755, -3.178, -3.830], [2.188, -1.985, -3.403], [2.045, 1.408, -3.476], [2.414, 0.952, -4.738], [2.424, 1.810, -5.835], [2.071, 3.144, -5.683], [1.705, 3.613, -4.427], [1.691, 2.751, -3.341], [1.869, 4.030, 2.028], [0.106, 3.807, 2.003], [0.946, 4.333, 0.546], [1.425, 2.629, 3.751], [0.964, 1.500, 5.879], [0.227, -0.871, 5.888], [0.038, -2.098, 3.773], [3.264, -0.386, 2.051], [5.534, -1.315, 2.043], [5.978, -3.527, 1.011], [4.122, -4.759, -0.084], [1.868, -3.804, -0.130], [0.899, -3.875, 2.586], [-0.614, -5.787, 2.844], [-2.723, -5.892, 1.541], [-3.307, -4.037, 0.004], [-1.819, -2.104, -0.220], [3.785, 2.864, 1.964], [6.053, 3.100, 1.066], [6.578, 2.269, -1.217], [4.839, 1.121, -2.525], [4.538, -1.072, -1.149], [5.549, -3.149, -1.928], [4.424, -4.524, -3.659], [2.233, -3.781, -4.564], [1.223, -1.681, -3.791], [2.708, -0.081, -4.881], [2.714, 1.431, -6.807], [2.073, 3.811, -6.537], [1.409, 4.646, -4.292], [1.398, 3.135, -2.371], [-1.156, -0.993, -5.249], [-1.291, -0.120, -4.012], [-1.016, -0.975, -2.488], [-1.561, 1.193, -4.096], [-1.756, 1.891, -5.421], [-1.738, 2.253, -2.692], [-1.061, -2.041, -4.966], [-0.271, -0.724, -5.837], [-2.024, -0.909, -5.909], [-1.768, 1.203, -6.267], [-0.955, 2.619, -5.591], [-2.696, 2.452, -5.418], [-4.368, -3.216, 2.924], [-3.351, -1.611, 2.563], [-4.796, -0.676, 1.639], [-4.850, -0.910, 0.143], [-3.882, 0.439, -0.877], [-4.418, -0.287, -2.572], [-5.169, -3.018, 3.634], [-3.678, -3.946, 3.343], [-4.774, -3.611, 1.994], [-4.721, 0.381, 1.893], [-5.708, -1.053, 2.101], [-5.875, -0.831, -0.219], [-4.470, -1.900, -0.118], [-3.844, -1.188, -2.773], [-4.182, 0.463, -3.321], [-5.488, -0.480, -2.545], [-1.836, 2.601, 0.255], [-2.158, 1.942, 1.290], [-1.851, 0.719, 1.385], [-2.879, 2.579, 2.421], [-3.582, 3.758, 2.227], [-4.276, 4.360, 3.284], [-4.202, 3.734, 4.503], [-4.785, 4.122, 5.680], [-4.347, 3.180, 6.668], [-3.590, 2.170, 6.004], [-3.491, 2.569, 4.692], [-2.818, 1.953, 3.675], [-3.585, 4.196, 1.238], [-4.839, 5.275, 3.152], [-5.216, 2.730, 7.143], [-3.718, 3.689, 7.399], [-2.260, 1.035, 3.812]],
  "e_lumo_ev": 2.119,
  "relative_energy_kj_mol": 0.0,
  "homo_energy_ev": -3.5,
  "e_tot_ev": -263520.049,
  "homo_lumo_gap_ha": 0.20611,
  "charge": -1,
  "multiplicity": 1
}

{
  "formula": "C53H53N2NaO3P2",
  "method": "wB97M-V/def2-TZVPD",
  "species": ["Na", "C", "C", "C", "C", "C", "C", "C", "C", "P", "C", "C", "C", "C", "C", "C", "C", "C", "C", "C", "C", "C", "C", "O", "C", "C", "C", "C", "C", "C", "P", "C", "C", "C", "C", "C", "C", "C", "C", "C", "C", "C", "C", "H", "H", "H", "H", "H", "H", "H", "H", "H", "H", "H", "H", "H", "H", "H", "H", "H", "H", "H", "H", "H", "H", "H", "H", "H", "H", "H", "H", "H", "H", "H", "H", "C", "N", "C", "C", "C", "C", "C", "C", "C", "C", "H", "H", "H", "H", "H", "H", "H", "H", "H", "H", "H", "H", "O", "C", "N", "C", "C", "C", "C", "O", "H", "H", "H", "H", "H", "H", "H", "H", "H"],
  "positions_angstrom": [[2.111, 0.189, -1.684], [-4.575, -2.434, 3.383], [-3.329, -1.644, 3.823], [-3.317, -1.500, 5.356], [-3.345, -0.259, 3.199], [-4.313, 0.672, 3.568], [-4.293, 1.951, 3.045], [-3.312, 2.311, 2.134], [-2.346, 1.413, 1.692], [-0.674, 1.666, 0.434], [-1.036, 3.473, 0.591], [-0.800, 4.112, 1.804], [-1.052, 5.464, 1.953], [-1.578, 6.196, 0.898], [-1.804, 5.571, -0.319], [-1.527, 4.223, -0.470], [-1.795, 1.043, -0.881], [-1.389, -0.077, -1.594], [-2.279, -0.754, -2.412], [-3.591, -0.327, -2.530], [-4.001, 0.803, -1.838], [-3.113, 1.477, -1.020], [-2.401, 0.133, 2.255], [-1.424, -0.727, 1.799], [-1.235, -1.905, 2.415], [-0.082, -2.610, 2.028], [0.201, -3.815, 2.650], [-0.652, -4.337, 3.610], [-1.788, -3.639, 3.968], [-2.090, -2.409, 3.395], [0.957, -1.817, 0.712], [2.092, -0.882, 1.806], [1.740, -0.474, 3.090], [2.604, 0.304, 3.841], [3.833, 0.686, 3.324], [4.180, 0.309, 2.037], [3.312, -0.461, 1.282], [1.920, -3.356, 0.376], [3.239, -3.620, 0.722], [3.800, -4.860, 0.450], [3.059, -5.852, -0.171], [1.740, -5.601, -0.518], [1.182, -4.369, -0.237], [-5.488, -1.914, 3.677], [-4.575, -3.427, 3.836], [-4.576, -2.549, 2.300], [-4.169, -0.918, 5.701], [-2.403, -0.991, 5.662], [-3.349, -2.475, 5.841], [-5.082, 0.400, 4.281], [-5.049, 2.667, 3.352], [-3.314, 3.326, 1.751], [-0.421, 3.533, 2.637], [-0.849, 5.954, 2.898], [-1.800, 7.250, 1.019], [-2.212, 6.133, -1.152], [-1.681, 3.729, -1.418], [-0.372, -0.433, -1.525], [-1.930, -1.622, -2.953], [-4.292, -0.863, -3.160], [-5.030, 1.139, -1.912], [-3.455, 2.343, -0.473], [1.099, -4.357, 2.393], [-0.422, -5.285, 4.078], [-2.454, -4.061, 4.709], [0.779, -0.745, 3.502], [2.310, 0.622, 4.834], [4.500, 1.299, 3.917], [5.114, 0.626, 1.594], [3.578, -0.709, 0.262], [3.837, -2.866, 1.214], [4.827, -5.052, 0.733], [3.502, -6.818, -0.380], [1.151, -6.369, -1.004], [0.145, -4.176, -0.476], [-1.382, 3.310, -4.096], [-0.473, 2.306, -3.593], [-0.350, 1.231, -4.562], [0.829, 2.874, -3.287], [1.224, 3.192, -1.854], [2.127, 4.254, -1.787], [2.894, 4.518, -0.668], [2.784, 3.670, 0.416], [1.800, 2.703, 0.393], [0.946, 2.442, -0.687], [-1.096, 3.665, -5.108], [-1.401, 4.172, -3.431], [-2.387, 2.887, -4.147], [0.177, 1.565, -5.478], [-1.348, 0.901, -4.848], [0.189, 0.389, -4.122], [0.971, 3.795, -3.881], [1.598, 2.171, -3.632], [2.258, 4.882, -2.666], [3.596, 5.345, -0.671], [3.434, 3.786, 1.275], [1.640, 2.108, 1.291], [6.410, 1.378, -0.776], [5.275, 1.141, -1.113], [4.171, 0.896, -1.437], [0.549, -3.305, -3.650], [1.720, -2.282, -3.659], [1.934, -1.898, -5.151], [3.009, -3.010, -3.199], [1.461, -1.206, -2.881], [0.304, -3.569, -2.625], [0.799, -4.212, -4.207], [-0.327, -2.845, -4.107], [2.195, -2.780, -5.741], [2.737, -1.165, -5.224], [1.020, -1.462, -5.554], [3.273, -3.835, -3.866], [2.876, -3.394, -2.191], [3.818, -2.280, -3.180]],
  "e_lumo_ev": 3.826,
  "relative_energy_kj_mol": 0.0,
  "homo_energy_ev": -1.5,
  "e_tot_ev": -87938.797,
  "homo_lumo_gap_ha": 0.19705,
  "charge": -2,
  "multiplicity": 1
}